[1]
The following is a DFT calculation (wB97M-V/def2-TZVPD) of C39H40FeN2PSSi as an isolated structure.

* HOMO-LUMO gap (alpha / beta): 6.766 / 6.766 eV
* energy above the lowest of the compared OMol25 structures with the same formula, charge and spin: 0.0 kcal per mole
* HOMO level (alpha / beta): -0.146 / -0.146 hartree
* lowest unoccupied orbital energy (alpha / beta): 2.800 / 2.800 eV
* total charge: -1

```
85
Properties=species:S:1:pos:R:3:forces:R:3
Fe 0.5166 0.3354 -0.5450 0.10 -0.10 0.10
S -1.6813 -0.5500 -0.4539 -0.04 0.09 -0.06
P 0.7369 0.2825 1.6641 0.08 0.01 -0.02
Si -4.1561 -1.3180 -2.6064 0.03 -0.03 -0.01
N 2.4861 0.9956 -1.1698 0.08 0.10 -0.08
N -0.3259 0.2759 -2.4607 -0.08 -0.02 0.08
C -0.5901 4.0960 1.4718 0.00 -0.03 -0.01
C -5.1705 -1.5403 -4.1808 0.00 0.01 0.00
C 0.2940 1.9568 2.2355 0.00 -0.01 0.00
C 3.4466 1.1378 -0.0714 -0.07 -0.02 0.00
C 4.7436 -0.9469 3.6724 0.00 0.00 0.00
C -2.8129 -0.9692 3.2653 0.00 0.00 0.01
C -0.1470 2.2406 -0.1813 -0.03 0.03 -0.03
C -0.2036 3.6895 3.8331 0.00 0.02 0.00
C 2.8584 -1.4128 2.2516 0.00 0.00 0.00
C -0.0836 0.5455 -3.7428 0.05 0.02 -0.03
C -2.5439 -2.2387 3.7593 -0.02 0.00 0.00
C -3.8834 -3.0102 -1.8523 -0.03 0.00 0.01
C 2.9966 -3.7827 -1.2305 -0.01 -0.02 0.00
C 0.2313 2.3828 3.5386 -0.02 -0.03 -0.01
C 2.5931 -1.4268 -1.5010 -0.02 -0.01 -0.01
C -1.1054 4.4197 -0.8445 -0.01 0.01 0.01
C 2.9677 -0.0820 -2.0621 -0.02 0.03 0.05
C 1.7573 -3.8898 -0.6104 0.02 -0.01 0.00
C -0.5932 4.5240 2.8208 0.00 0.00 0.01
C -0.9867 0.3137 -4.7595 0.00 -0.01 0.02
C -0.5069 -0.7261 2.5762 -0.04 0.02 -0.04
C -0.2511 -2.0021 3.0669 0.00 -0.02 0.02
C -0.6632 3.1077 -1.1290 0.02 -0.02 -0.01
C 4.0659 -1.8000 2.8124 0.01 0.00 -0.01
C -5.1436 -0.2223 -1.4495 0.02 0.01 -0.01
C -0.1341 2.7843 1.1582 0.01 0.02 -0.01
C 3.4089 -2.5363 -1.6871 0.01 0.02 0.02
C 2.2880 -0.1720 2.5563 -0.01 0.00 0.02
C -2.5222 -0.5423 -3.1057 0.00 0.01 0.01
C 1.3514 -1.4780 -0.8371 0.03 0.02 -0.05
C 2.4725 2.2713 -1.8930 -0.02 -0.05 0.02
C 2.9881 0.6807 3.4066 -0.01 0.00 0.00
C -1.8060 -0.2217 2.6770 0.03 -0.02 0.01
C -2.2204 -0.2416 -4.4215 -0.02 0.01 0.00
C 0.9617 -2.7622 -0.4253 -0.05 0.02 0.02
C -1.0654 4.9219 0.4257 0.00 0.00 0.00
C 4.2037 0.2973 3.9601 -0.01 0.00 0.00
C -1.5300 -0.2591 -2.1336 0.01 -0.04 0.01
C -1.2616 -2.7529 3.6554 0.03 0.01 0.00
H -0.2397 4.0255 4.8628 0.00 0.00 0.00
H -3.3320 -2.8251 4.2159 0.00 0.00 0.00
H -4.6660 -2.1868 -4.9028 0.01 0.00 0.00
H -5.3773 -0.5840 -4.6675 -0.01 0.00 0.00
H -0.7447 2.7800 -2.1627 0.00 0.00 0.00
H 2.5990 1.6658 3.6239 0.00 -0.01 -0.01
H -3.8142 -0.5608 3.3272 0.00 0.00 0.00
H -2.0331 0.7566 2.2720 0.00 0.00 0.01
H 2.2458 3.0780 -1.1991 -0.01 -0.01 0.00
H -1.4108 5.9251 0.6514 0.00 0.00 0.00
H -2.9465 -0.4368 -5.2039 0.00 -0.01 0.00
H 3.6051 0.1735 0.4025 0.00 0.01 0.00
H 5.6929 -1.2434 4.1018 0.00 0.00 0.00
H -0.7297 0.5557 -5.7816 0.00 0.00 0.00
H 0.0006 -2.8836 0.0694 0.00 0.01 -0.01
H 4.0513 0.0270 -2.2272 0.00 -0.02 -0.01
H -6.1304 -2.0029 -3.9368 0.00 0.00 0.00
H -3.4246 -3.6867 -2.5772 0.00 0.00 0.00
H 0.7418 -2.4245 2.9977 -0.02 -0.01 0.00
H 4.4107 1.5062 -0.4524 0.00 0.01 0.00
H 1.4124 -4.8592 -0.2629 0.00 0.00 0.00
H 3.6262 -4.6548 -1.3653 0.00 0.00 0.00
H 0.4906 1.7101 4.3486 -0.01 0.00 0.00
H 4.7310 0.9807 4.6152 0.00 0.00 0.00
H 2.3771 -2.0635 1.5306 0.00 0.00 0.00
H 3.4507 2.4573 -2.3609 0.00 0.01 0.00
H -5.0921 0.8217 -1.7663 -0.02 0.00 -0.02
H 1.6989 2.2665 -2.6549 -0.02 0.01 0.00
H -3.2188 -2.9293 -0.9913 -0.01 -0.01 -0.01
H 2.4815 0.0522 -3.0304 -0.01 0.01 0.01
H 0.8850 0.9700 -3.9774 0.00 0.01 0.01
H -4.7446 -0.2751 -0.4372 0.01 -0.01 0.02
H -4.8294 -3.4500 -1.5247 -0.01 0.00 -0.01
H 4.3683 -2.4334 -2.1887 0.00 0.00 0.00
H -0.9391 5.5284 3.0442 0.00 0.00 0.00
H -6.1939 -0.5281 -1.4381 0.01 0.00 0.02
H -1.0397 -3.7451 4.0296 0.00 0.00 0.00
H 3.0613 1.8464 0.6630 0.01 -0.02 -0.01
H -1.4905 5.0352 -1.6523 0.00 0.00 0.00
H 4.4868 -2.7636 2.5525 0.00 0.00 0.00
```
Positions in Å, forces in eV/Å.



[2]
The following is a DFT calculation (wB97M-V/def2-TZVPD) of one molecule with the formula C29H25ClN4O3.

* HOMO-LUMO gap: 9.020 eV
* HOMO level: -0.314 hartree
* lowest unoccupied orbital energy: 0.482 eV

```
62
Properties=species:S:1:pos:R:3:forces:R:3
Cl 0.9186 4.5753 4.3296 -0.10 0.12 0.18
O -2.3042 2.1015 0.9209 -0.18 0.04 0.12
O 1.4649 -0.1858 1.0664 -0.36 -0.32 0.04
O 0.5459 2.2879 -0.1348 -0.13 -0.02 -0.05
N 1.2312 -1.4244 -1.3395 0.12 -0.67 -0.15
N 2.3364 -0.7154 -1.5896 0.45 0.69 0.14
N -1.0409 -1.6473 2.9502 0.17 -0.06 0.49
N 2.6765 -2.8533 -2.1228 0.04 -0.67 -0.14
C 1.4582 -2.7115 -1.6629 0.14 0.11 -0.02
C 0.8380 1.1290 -3.5630 -0.05 0.15 0.10
C 0.0507 -0.8432 -0.7686 0.13 0.26 -0.15
C 3.1784 -1.6036 -2.0571 -0.32 -0.02 0.09
C -1.1814 -3.6937 1.6554 0.19 0.08 0.25
C 3.5153 2.6923 1.9746 -0.09 0.05 -0.06
C 1.0005 2.1861 -1.4239 0.15 0.08 -0.92
C -2.2457 -3.0066 0.8494 -0.05 0.02 -0.01
C -0.8553 0.2763 1.3186 -0.16 0.11 0.69
C -1.7709 -0.8237 2.0346 0.00 0.52 -0.17
C -4.0681 -3.1736 -0.7255 -0.02 -0.06 -0.04
C 2.3121 2.9876 -3.2708 0.02 -0.07 -0.04
C 1.7704 2.0065 -4.0823 0.03 -0.02 -0.10
C 1.9247 3.0818 -1.9488 -0.18 0.02 0.32
C -4.4398 -1.8706 -0.4355 -0.04 0.09 -0.01
C 2.9690 3.3911 3.0377 -0.09 0.05 0.11
C 1.3976 2.6803 0.8647 0.44 0.28 0.62
C -1.6833 1.1894 0.4351 -0.03 -0.10 -0.14
C -0.5758 0.2104 -1.7157 0.01 -0.06 0.14
C -3.6967 -1.1302 0.4649 -0.04 -0.17 0.09
C 0.8266 3.3718 1.9282 -0.03 -0.11 -0.32
C 0.3526 -0.2442 0.6004 0.09 -0.16 0.05
C 2.7429 2.3296 0.8871 -0.18 0.00 -0.15
C -1.7817 0.8729 -1.0414 -0.18 0.19 -0.25
C -2.9918 -3.7383 -0.0692 0.01 0.07 -0.04
C -2.5708 -1.6708 1.0811 -0.22 -0.15 0.05
C 1.6229 3.7183 3.0047 0.22 -0.16 -0.19
C 0.4391 1.1976 -2.2346 -0.09 0.27 0.13
C -0.2520 -2.7034 2.3484 0.04 -0.27 -0.22
H -0.4858 -1.0904 3.5884 -0.04 -0.02 -0.06
H -2.4751 -0.2218 2.6242 0.09 -0.03 -0.19
H 0.4852 -2.3274 1.6256 0.00 -0.16 0.12
H -4.6342 -3.7551 -1.4372 -0.06 -0.06 -0.06
H -0.6848 -1.6469 -0.6313 0.15 0.10 -0.01
H 3.1615 1.7561 0.0748 0.03 -0.08 -0.05
H -0.6021 -4.3781 1.0321 -0.02 -0.03 -0.01
H -2.7285 -4.7701 -0.2534 0.03 -0.12 -0.02
H -5.3096 -1.4353 -0.9037 -0.08 0.05 -0.04
H -1.6922 -4.2930 2.4152 0.06 -0.04 -0.01
H 0.4136 0.3652 -4.1994 -0.05 -0.10 -0.02
H -0.4877 0.8886 2.1533 -0.04 -0.05 -0.20
H 4.1735 -1.3547 -2.3613 0.23 0.14 -0.05
H -2.6432 0.2056 -1.1431 0.08 0.11 -0.02
H -2.0286 1.8027 -1.5585 -0.05 -0.06 0.07
H -4.0017 -0.1244 0.7160 -0.03 0.14 0.00
H 3.5734 3.6714 3.8854 0.03 0.04 0.09
H 2.0699 1.9263 -5.1157 0.03 0.00 -0.10
H 2.3320 3.8525 -1.3113 0.03 0.05 0.02
H 3.0341 3.6856 -3.6662 0.06 0.07 -0.03
H 0.2976 -3.2067 3.1461 0.04 0.04 -0.11
H 4.5583 2.4169 1.9990 0.10 -0.03 0.00
H 0.7302 -3.4899 -1.5569 -0.26 -0.15 0.06
H -0.9462 -0.3411 -2.5887 0.07 0.06 0.16
H -0.2233 3.6179 1.9006 -0.12 0.04 0.01
```
Positions in Å, forces in eV/Å.



[3]
The following is a DFT calculation (wB97M-V/def2-TZVPD) of a 2-piece molecular cluster, C2HN2 overall at a distorted geometry.

* HOMO-LUMO gap (alpha / beta): 9.537 / 7.855 eV
* energy above the lowest of the compared OMol25 structures with the same formula, charge and spin: 135.3 kcal per mole
* HOMO level (alpha / beta): -0.730 / -0.714 hartree
* lowest unoccupied orbital energy (alpha / beta): -10.337 / -11.583 eV
* total charge: +1

```
5
Properties=species:S:1:pos:R:3:forces:R:3
N 0.4757 -0.1998 -0.1529 0.30 -0.12 -0.07
N -1.5785 0.5743 0.8660 4.42 -0.96 -2.10
C 1.4440 -0.4846 -0.7042 -3.06 1.16 1.47
C -2.5872 0.6737 1.3492 -3.12 0.40 1.50
H 2.2460 -0.5636 -1.3582 1.46 -0.47 -0.80
```
Positions in Å, forces in eV/Å.